Arrangement one

13
Properties=species:S:1:pos:R:3:lowdin_charge:R:1 method="wB97M-V/def2-TZVPD" orbital_gap_ev=10.0 smiles="FC(F)=COCCCl" homo_ev=-9.15 lumo_energy_ha=0.0313
F 2.3667 0.5458 1.0407 0.115
C 1.8826 -0.1516 -0.0168 -0.323
F 2.6808 -1.1582 -0.3432 0.114
C 0.7956 0.0895 -0.7339 -0.063
O 0.0853 1.2733 -0.4506 -0.141
C -1.3127 1.3562 -0.5052 -0.284
C -1.9062 0.5323 0.6683 -0.518
Cl -2.1128 -1.1776 0.1045 0.540
H 0.4260 -0.5025 -1.5739 0.134
H -1.7071 0.8849 -1.4704 0.123
H -1.4749 2.4600 -0.4255 0.138
H -2.9356 0.8932 1.0348 0.098
H -1.2565 0.6492 1.5105 0.068

=====

Arrangement two

13
Properties=species:S:1:pos:R:3:lowdin_charge:R:1 method="wB97M-V/def2-TZVPD" orbital_gap_ev=10.9 smiles="F/C=C/OC[C@@H](F)Cl" homo_ev=-10.00 lumo_energy_ha=0.0345
F 3.3719 0.8351 -0.3296 -0.006
C 2.3971 -0.0931 -0.1833 -0.106
C 1.2215 0.2154 0.3794 -0.076
O 0.2771 -0.9030 0.5198 -0.144
C -0.8290 -0.6575 -0.3255 -0.239
C -1.7775 0.3431 0.3615 -0.686
F -1.2745 1.6154 0.0701 -0.065
Cl -3.4283 0.1988 -0.2584 0.646
H 2.7599 -1.0145 -0.6832 0.138
H 0.9245 1.2136 0.8385 0.148
H -1.3010 -1.6605 -0.4919 0.132
H -0.4017 -0.2795 -1.3210 0.154
H -1.9400 0.1866 1.4236 0.104

=====

Which of them is most stable? Easy: arrangement one.

=====

Arrangement one

13
Properties=species:S:1:pos:R:3:lowdin_charge:R:1 method="wB97M-V/def2-TZVPD" orbital_gap_ev=8.0 smiles="C=N/N=C/N(S)C=S" homo_ev=-8.72 lumo_energy_ha=-0.0262
C -0.9170 1.7499 2.4207 -0.019
N -0.7042 1.8401 0.9808 -0.102
N 0.1103 0.7446 0.6285 -0.051
C -0.5479 0.1478 -0.4578 -0.218
N 0.1552 -0.8336 -1.1653 -0.511
S -0.2975 -1.0580 -2.9332 0.674
C 1.1879 -1.5086 -0.5024 -0.714
S 2.3511 -2.4383 -1.2076 0.605
H -0.5954 1.1432 3.3529 0.075
H -1.4977 2.8191 2.5882 0.084
H -1.8040 0.2345 -0.7991 0.192
H 1.1099 -1.4892 -3.4339 -0.053
H 1.4490 -1.3515 0.5282 0.039

=====

Arrangement two

13
Properties=species:S:1:pos:R:3:lowdin_charge:R:1 method="wB97M-V/def2-TZVPD" orbital_gap_ev=8.1 smiles="Nc1cn(S)c(=S)[nH]1" homo_ev=-7.56 lumo_energy_ha=0.0200
N 2.6920 1.3360 1.2571 0.093
C 1.5073 0.7325 0.8505 -0.360
C 0.3640 0.3625 1.4702 -0.086
N -0.4901 -0.1321 0.5022 -0.472
S -2.0865 -0.7079 0.7981 0.797
C 0.0925 -0.0861 -0.7366 -0.889
S -0.5568 -0.5600 -2.2070 0.540
N 1.3232 0.4485 -0.4993 0.107
H 3.4759 0.6903 1.2915 0.093
H 2.5899 1.7857 2.1787 0.103
H 0.1117 0.4023 2.5145 0.114
H -2.2875 -0.8988 -0.5261 -0.185
H 1.9455 0.6861 -1.2409 0.145

=====

Arrangement three

13
Properties=species:S:1:pos:R:3:lowdin_charge:R:1 method="wB97M-V/def2-TZVPD" orbital_gap_ev=9.3 homo_ev=-8.97 lumo_energy_ha=0.0105
H 3.1301 1.1373 0.2805 0.129
N 2.8203 0.0133 0.4029 -0.008
C 1.5428 0.2051 0.1210 -0.897
N 0.7957 1.4250 0.2811 -0.342
S -0.7516 1.3756 -0.4360 0.887
C -1.4273 -0.3376 -0.1172 -0.716
C -2.8850 -0.3722 0.4933 -0.138
N -0.7885 -1.4059 -0.0563 -0.276
S 0.9324 -1.2940 -0.2581 1.000
H 0.6522 1.7275 1.2113 0.057
H -2.8936 -1.4697 0.6933 0.043
H -4.0088 -0.0100 -0.0765 0.149
H -2.9481 0.1103 1.6203 0.111

=====

Which of them is most stable? Easy: arrangement two.

=====

Arrangement one

10
Properties=species:S:1:pos:R:3:lowdin_charge:R:1 method="wB97M-V/def2-TZVPD" orbital_gap_ev=9.5 homo_ev=-9.37 lumo_energy_ha=0.0054
C 1.6740 1.6710 -0.7915 0.083
C -0.6238 -0.9109 -0.7908 -0.112
N 2.0004 0.8026 -0.0332 -0.157
N -0.4330 -0.0947 0.1507 0.024
N 2.7036 0.1039 0.6927 0.078
F 2.5272 -1.3156 0.3547 -0.149
H 0.7926 2.3299 -0.5849 0.074
H -1.0465 -1.9277 -0.6753 0.075
H -0.6812 -0.5707 -1.7903 0.045
H -0.5800 -0.4057 1.0792 0.039

=====

Arrangement two

10
Properties=species:S:1:pos:R:3:lowdin_charge:R:1 method="wB97M-V/def2-TZVPD" orbital_gap_ev=10.4 smiles="C1=NN=NC1.F" homo_ev=-10.11 lumo_energy_ha=0.0118
C 0.0142 0.9566 0.1613 -0.149
N 0.5366 0.1891 1.0482 0.002
N -0.1204 -1.0683 0.8875 -0.041
N -1.0657 -1.0249 0.0856 -0.015
C -1.1760 0.2759 -0.5413 -0.174
H 0.1829 2.0201 0.2034 0.098
H -2.0391 0.9634 -0.3506 0.130
H -1.0184 0.0469 -1.6144 0.124
F 2.0504 -1.0754 -0.3453 -0.151
H 2.6355 -1.2833 0.4657 0.176

=====

Which of them is most stable? Easy: arrangement two.

=====

Arrangement one

14
Properties=species:S:1:pos:R:3:lowdin_charge:R:1 method="wB97M-V/def2-TZVPD" orbital_gap_ev=8.8 homo_ev=-4.95 total_charge=-1 lumo_energy_ha=0.1430
C 2.0736 -0.1974 -0.3832 -0.342
N 0.8161 -0.2369 -0.9749 -0.023
C -0.2743 -1.0925 -0.6028 -0.127
C -1.6277 -0.3929 -0.0432 -0.685
O -2.6153 -1.0894 0.1501 -0.039
O -1.5418 0.8624 0.0882 -0.098
O 2.4592 -0.9229 0.5554 -0.048
H 2.6214 0.7488 -0.7139 0.130
H 0.5435 0.7024 -1.2460 0.111
H -0.3650 -1.6886 -1.5288 0.098
H -0.0391 -1.8971 0.2211 0.143
H 0.1512 2.6230 1.7720 0.000
H -0.2388 1.9149 0.4720 -0.017
O 0.5209 2.3188 0.9591 -0.103

=====

Arrangement two

14
Properties=species:S:1:pos:R:3:lowdin_charge:R:1 method="wB97M-V/def2-TZVPD" orbital_gap_ev=8.7 homo_ev=-4.93 total_charge=-1 lumo_energy_ha=0.1368
C -0.6018 1.0041 1.8251 -0.379
N -0.3219 0.1071 0.8915 0.029
C 0.9152 -0.6304 0.7518 -0.107
C 1.3000 -0.8680 -0.7036 -0.712
O 2.4598 -1.2241 -0.9363 -0.043
O 0.3626 -0.8068 -1.5543 -0.088
O 0.0905 1.1937 2.8378 -0.063
H -1.4805 1.6533 1.8183 0.117
H -0.9249 -0.0213 0.0934 0.107
H 1.6195 -0.2313 1.4679 0.111
H 0.7430 -1.6270 1.1764 0.123
H -1.4355 0.4891 -1.8188 -0.015
H -0.9494 0.3120 -3.1352 0.035
O -1.7765 0.6496 -2.7139 -0.116

=====

Which of them is most stable? Easy: arrangement two.